[1]
ORCA calculation (the ωB97M-V functional and the def2-TZVPD basis) on a cluster of 3 separate species, C3H5NO2 in total at a distorted geometry.

Positions of all 11 atoms, in Å:
N (1.99952, 0.95997, 0.10407)
C (2.13584, 0.27426, -0.81350)
O (0.12602, -1.34719, -1.07161)
C (-0.54865, -1.38048, -0.07018)
C (-1.05097, 1.16171, 0.67230)
O (-1.81926, 0.94417, 1.57797)
H (0.03216, 0.96656, 0.75207)
H (2.27469, -0.35615, -1.66421)
H (-0.11008, -1.44603, 0.94338)
H (-1.64977, -1.32811, -0.11940)
H (-1.38948, 1.55128, -0.31089)

Calculated values
**LUMO**: 0.003 Eh
**Total charge**: 0
**Multiplicity**: 1
**SMILES string**: C#N.C=O.C=O
**F_max**: 1.2 eV Å⁻¹


[2]
ORCA calculation (the ωB97M-V functional and the def2-TZVPD basis) on a cluster of 2 separate species, C3H5NO2 in total at a distorted geometry.

Positions of all 11 atoms, in Å:
C (-0.97380, -1.03193, 0.18393)
C (-0.70812, 2.46679, -0.13194)
O (-0.06317, 3.25567, 0.36727)
N (1.34578, 0.25178, -0.87869)
C (1.32585, -0.45855, 0.16794)
O (0.32299, -1.15242, 0.74921)
H (-0.94997, -1.13206, -0.90728)
H (-1.41298, -0.06457, 0.44902)
H (-1.57025, -1.84149, 0.60687)
H (0.44839, 0.29625, -1.36130)
H (2.23527, -0.58949, 0.75498)

Calculated values
**LUMO**: 0.034 Eh
**Total charge**: 0
**Multiplicity**: 1
**F_max**: 1.5 eV Å⁻¹


[3]
ORCA calculation (the ωB97M-V functional and the def2-TZVPD basis) on an isolated molecule of C3H5NO2.

Positions of all 11 atoms, in Å:
O (0.65140, 1.83942, -0.56057)
C (0.17985, 0.79267, 0.22214)
C (-1.13378, -0.12310, -0.08435)
N (-0.24259, -1.24840, 0.11835)
C (0.91382, -0.54993, 0.25298)
O (2.05338, -0.88814, 0.45374)
H (1.29357, 1.48188, -1.18704)
H (0.19481, 1.14431, 1.25806)
H (-1.91433, -0.03678, 0.67935)
H (-1.64885, -0.18954, -1.05240)
H (-0.34728, -2.22240, -0.10026)

Calculated values
**LUMO**: 0.029 Eh
**Total charge**: 0
**Multiplicity**: 1
**SMILES string**: O=C1NC[C@@H]1O
**F_max**: 0.9 eV Å⁻¹


[4]
ORCA calculation (the ωB97M-V functional and the def2-TZVPD basis) on a structure of composition C3H5NO2.

Positions of all 11 atoms, in Å:
O (0.66383, 1.93928, -0.32746)
C (0.12895, 0.82302, 0.28492)
C (-1.08594, -0.25365, -0.08584)
N (-0.20249, -1.25062, 0.58126)
C (0.85791, -0.46778, 0.11901)
O (1.79665, -0.72759, -0.59578)
H (1.45963, 1.67894, -0.82190)
H (-0.13786, 1.08691, 1.30972)
H (-2.03935, -0.06370, 0.41041)
H (-1.24694, -0.55423, -1.13140)
H (-0.19438, -2.21057, 0.25706)

Calculated values
**LUMO**: 0.033 Eh
**Total charge**: 0
**Multiplicity**: 1
**F_max**: 0.7 eV Å⁻¹


[5]
ORCA calculation (the ωB97M-V functional and the def2-TZVPD basis) on a cluster of 2 separate species, C3H5NO2 in total at a distorted geometry.

Positions of all 11 atoms, in Å:
C (-0.57169, -0.95704, -1.24353)
N (-1.91248, 2.02173, 2.11296)
C (-0.80281, 1.79717, 1.88856)
O (0.06119, -0.00013, -0.39590)
C (1.28959, -0.26026, 0.04685)
O (1.83709, 0.44390, 0.85456)
H (-1.22626, -0.39595, -1.90999)
H (-1.16535, -1.64506, -0.63636)
H (0.16492, -1.51434, -1.83249)
H (0.22395, 1.56055, 1.65661)
H (1.75181, -1.16154, -0.39442)

Calculated values
**LUMO**: 0.025 Eh
**Total charge**: 0
**Multiplicity**: 1
**SMILES string**: COC=O.C#N
**F_max**: 1.1 eV Å⁻¹


[6]
ORCA calculation (the ωB97M-V functional and the def2-TZVPD basis) on a structure of composition C3H5NO2 at a distorted geometry.

Positions of all 11 atoms, in Å:
C (-0.68037, 0.06647, 0.27068)
C (0.23059, 1.12556, 1.04671)
C (0.45935, -0.47996, -0.18733)
H (-1.19273, 0.62997, -1.84532)
H (-2.43289, 0.70182, -0.69913)
H (-0.97917, -0.70318, 0.98335)
H (0.38680, 2.18065, 0.85613)
H (0.11474, 0.99085, 2.18635)
N (-1.64463, 0.15284, -0.91135)
O (1.32660, 0.35691, 0.50856)
O (0.61818, -1.49971, -0.74385)

Calculated values
**LUMO**: 0.025 Eh
**Total charge**: 0
**Multiplicity**: 1
**F_max**: 7.1 eV Å⁻¹


[7]
ORCA calculation (the ωB97M-V functional and the def2-TZVPD basis) on a cluster of 2 separate species, C3H5NO2 in total at a distorted geometry.

Positions of all 11 atoms, in Å:
O (1.91134, -0.17369, 0.01894)
C (0.94455, -0.78439, -0.36733)
C (-0.36445, -0.83760, 0.40057)
O (0.12359, 1.95427, 0.13875)
C (-1.52738, -0.73790, -0.47937)
N (-2.44297, -0.69132, -1.18383)
H (1.02759, 1.64325, 0.28935)
H (0.98111, -1.38638, -1.29323)
H (-0.38477, -1.81403, 0.90117)
H (-0.38277, -0.04350, 1.14813)
H (0.11416, 2.87129, 0.42686)

Calculated values
**LUMO**: 0.017 Eh
**Total charge**: 0
**Multiplicity**: 1
**SMILES string**: N#CCC=O.O
**F_max**: 1.2 eV Å⁻¹


[8]
ORCA calculation (the ωB97M-V functional and the def2-TZVPD basis) on an isolated molecule of C3H5NO2 at a distorted geometry.

Positions of all 11 atoms, in Å:
C (-1.41500, 0.36273, -0.29365)
C (-0.27637, 0.18521, 0.67092)
O (-0.14558, 0.69733, 1.73611)
N (0.72625, -0.95091, 0.10846)
C (1.59586, -0.05812, -0.40636)
O (2.71930, -0.06924, -0.83668)
H (-1.13972, 0.10775, -1.31617)
H (-1.88272, 1.35076, -0.26034)
H (-2.13202, -0.37874, 0.07410)
H (0.98729, -1.93651, 0.27395)
H (0.98684, 0.90629, -0.31270)

Calculated values
**LUMO**: 0.027 Eh
**Total charge**: 0
**Multiplicity**: 1
**SMILES string**: CC(=O)NC=O
**F_max**: 2.0 eV Å⁻¹


[9]
ORCA calculation (the ωB97M-V functional and the def2-TZVPD basis) on an isolated molecule of C3H5NO2 at a distorted geometry.

Positions of all 11 atoms, in Å:
N (-1.97656, -1.01672, 1.00714)
C (-0.98274, -0.36830, 0.60058)
O (0.15023, -0.17877, 1.32355)
C (1.16232, -0.01973, 0.33958)
C (0.44679, 0.61507, -0.85271)
O (-0.88760, 0.21793, -0.63183)
H (-2.68267, -0.97146, 0.27553)
H (1.56090, -1.02275, 0.11619)
H (1.83789, 0.79590, 0.50672)
H (0.50018, 1.72078, -0.90233)
H (0.87126, 0.22805, -1.78242)

Calculated values
**LUMO**: 0.028 Eh
**Total charge**: 0
**Multiplicity**: 1
**SMILES string**: N=C1OCCO1
**F_max**: 1.9 eV Å⁻¹


[10]
ORCA calculation (the ωB97M-V functional and the def2-TZVPD basis) on an isolated molecule of C3H5NO2.

Positions of all 11 atoms, in Å:
N (0.13969, 0.07295, -2.04697)
C (0.29002, -0.58480, -0.84666)
O (1.00316, -1.56848, -0.72528)
C (-0.40550, 0.04373, 0.28034)
C (-0.17731, -0.33820, 1.54611)
O (-0.32082, 0.55099, 2.54492)
H (-0.14974, 1.03943, -2.05803)
H (0.78477, -0.20315, -2.77135)
H (-1.03507, 0.91989, 0.12829)
H (-0.25771, 1.39575, 2.07358)
H (0.12850, -1.32811, 1.87505)

Calculated values
**LUMO**: 0.025 Eh
**Total charge**: 0
**Multiplicity**: 1
**SMILES string**: NC(=O)/C=C/O
**F_max**: 0.7 eV Å⁻¹


[11]
ORCA calculation (the ωB97M-V functional and the def2-TZVPD basis) on an isolated molecule of C3H5NO2 at a distorted geometry.

Positions of all 11 atoms, in Å:
O (1.77293, -1.38684, -0.27827)
C (1.62404, -0.43585, 0.45193)
C (0.45301, 0.49025, 0.33170)
N (-0.46545, 0.02477, -0.64285)
C (-1.82053, -0.06276, -0.38746)
O (-2.36461, -0.25008, 0.67772)
H (2.35822, -0.17672, 1.23338)
H (-0.07566, 0.59453, 1.28206)
H (0.82939, 1.49457, 0.05729)
H (-0.10594, -0.57648, -1.37532)
H (-2.20541, 0.28460, -1.35018)

Calculated values
**LUMO**: 0.032 Eh
**Total charge**: 0
**Multiplicity**: 1
**SMILES string**: O=CCNC=O
**F_max**: 2.0 eV Å⁻¹


[12]
ORCA calculation (the ωB97M-V functional and the def2-TZVPD basis) on an isolated molecule of C3H5NO2 at a distorted geometry.

Positions of all 11 atoms, in Å:
O (2.53453, 0.18244, 0.07822)
C (1.34170, 0.08508, 0.09118)
N (0.62236, -1.08268, 0.50483)
C (-0.61983, -1.11954, 0.98413)
C (-0.86375, 0.79290, -0.64523)
O (0.51844, 1.03852, -0.36820)
H (0.99079, -1.92834, 0.08400)
H (-1.22141, -0.24186, -0.43121)
H (-0.83592, -0.14540, 1.46002)
H (-1.44897, 1.49181, -0.04643)
H (-1.01794, 0.92708, -1.71129)

Calculated values
**LUMO**: 0.012 Eh
**Total charge**: 0
**Multiplicity**: 1
**F_max**: 1.1 eV Å⁻¹